The following is a quantum chemistry calculation of a structure of composition C28H24F7HgN4O7S2, from OMol25.

The geometry in XYZ format:
```
73
Properties=species:S:1:pos:R:3:forces:R:3:lowdin_charge:R:1
Hg 0.14328 -0.15657 -0.88722 -0.2 0.7 -0.4 1.217
F -0.98537 -5.38733 -0.20333 0.0 -0.2 0.0 0.120
C -0.76094 -4.08318 -0.00538 -0.1 0.0 0.1 -0.683
F -1.36648 -3.73991 1.13301 0.0 0.0 0.0 0.125
F -1.32342 -3.41733 -1.00957 0.0 0.1 -0.1 0.122
S 1.04943 -3.74712 0.10935 0.1 0.2 0.2 0.565
O 1.15887 -2.31161 0.19207 -0.1 -0.2 0.1 -0.346
O 1.46139 -4.53012 1.23631 -0.1 0.0 0.0 -0.282
N 1.61662 -4.37624 -1.20233 0.2 -0.1 -0.2 -0.297
S 1.90521 -3.59874 -2.54408 -0.1 0.2 0.2 0.578
O 3.27767 -3.70435 -2.93697 -0.1 -0.1 0.0 -0.275
O 1.23469 -2.33415 -2.67859 0.0 -0.1 -0.1 -0.326
C 1.01408 -4.72224 -3.70142 0.1 0.1 -0.2 -0.684
F 1.13919 -4.26024 -4.95422 0.0 0.0 0.0 0.119
F 1.50111 -5.96307 -3.67599 0.1 -0.1 0.0 0.125
F -0.28566 -4.78753 -3.42031 -0.2 0.0 0.1 0.126
O 2.06354 2.40203 1.91204 0.2 0.6 -0.1 -0.032
C 1.66864 1.81035 0.89909 0.0 0.0 -0.4 -0.603
O 0.84053 0.81811 0.96820 0.0 -0.4 0.0 -0.197
C 2.12160 2.24587 -0.44851 0.0 0.0 0.0 -0.237
C 2.85911 3.41395 -0.58574 0.1 0.0 0.0 -0.056
C 3.22041 3.87519 -1.83612 0.0 0.0 0.1 -0.071
C 2.82551 3.13024 -2.99131 0.0 -0.1 0.0 -0.189
C 3.12730 3.51380 -4.30014 0.0 0.0 0.0 -0.091
C 2.74013 2.74762 -5.39527 0.0 0.0 0.0 -0.153
C 2.04334 1.56378 -5.18284 0.0 0.0 0.0 -0.133
C 1.72481 1.15473 -3.89684 -0.1 -0.1 -0.1 -0.045
C 2.08749 1.92273 -2.77654 0.1 0.0 0.0 -0.240
N 1.74677 1.50250 -1.53237 0.0 -0.1 0.2 0.025
H 3.12477 3.94545 0.31859 0.0 0.0 0.0 0.099
H 3.78994 4.78932 -1.95921 0.0 0.0 0.0 0.081
H 3.68646 4.43278 -4.44885 0.0 0.0 0.0 0.089
H 2.98803 3.06584 -6.40108 0.0 0.0 0.0 0.073
H 1.74596 0.94974 -6.02387 0.0 0.0 0.0 0.084
H 1.19753 0.22146 -3.72972 0.0 0.0 0.0 0.076
C 0.06979 -0.37726 6.97002 0.0 0.0 0.0 -0.079
C -0.17147 0.96252 6.28828 0.0 0.0 0.0 -0.217
N -0.56349 0.81402 4.89031 0.0 0.1 0.1 -0.046
C 0.41973 1.27736 3.89588 0.0 0.0 0.1 -0.208
C 1.66870 0.41662 3.86085 0.0 -0.3 0.1 -0.077
C -1.86538 0.54139 4.66105 -0.1 -0.1 0.0 -0.411
O -2.69328 0.48294 5.57588 0.1 0.0 -0.1 0.016
C -2.32168 0.25181 3.25716 -0.1 0.0 0.1 -0.098
C -3.62657 0.58817 2.91111 0.1 0.0 0.0 -0.017
C -4.08781 0.28997 1.64216 0.1 0.0 -0.1 -0.059
C -3.22528 -0.35192 0.76010 0.0 0.1 0.1 -0.138
N -1.99288 -0.71918 1.09546 -0.1 -0.1 -0.1 0.060
C -1.55612 -0.42805 2.31469 0.0 0.0 0.1 -0.085
H 0.39063 -0.22948 8.00326 0.0 0.0 0.0 0.065
H 0.83800 -0.94402 6.44509 0.0 0.0 0.0 0.066
H -0.84985 -0.96008 6.97594 0.0 0.0 0.0 0.068
H 0.73657 1.56654 6.30217 0.0 0.0 0.0 0.111
H -0.95557 1.50900 6.81792 0.0 0.0 0.0 0.111
H 0.68414 2.30677 4.15459 0.0 0.0 0.0 0.121
H -0.01467 1.31999 2.90273 0.0 0.0 0.1 0.082
H 2.23354 0.48355 4.79335 0.0 0.0 0.1 0.065
H 2.29341 0.76425 3.04139 0.0 -0.1 0.3 0.054
H 1.41629 -0.63118 3.68790 0.0 -0.1 0.0 0.078
H -4.25147 1.08158 3.64429 0.0 0.0 0.0 0.112
H -5.08941 0.55580 1.33038 0.0 0.0 0.0 0.094
H -3.52027 -0.56189 -0.26270 0.0 0.0 0.0 0.102
H -0.54784 -0.75159 2.53393 0.1 0.0 0.0 0.111
F -4.56126 0.87627 -4.90229 0.1 0.0 0.1 0.006
C -3.54066 0.60984 -4.02820 -0.1 0.0 -0.1 -0.300
C -2.93866 -0.62912 -4.06322 0.0 0.0 0.0 -0.033
C -1.90371 -0.88840 -3.16777 -0.1 0.1 0.0 -0.132
C -1.47447 0.06668 -2.24590 0.1 -0.4 0.0 -0.299
C -2.11123 1.30825 -2.26162 0.0 0.0 0.0 -0.146
C -3.14719 1.59244 -3.14681 0.0 0.0 0.0 -0.040
H -3.26977 -1.36928 -4.78009 0.0 0.0 0.0 0.106
H -1.42583 -1.85625 -3.19731 0.1 -0.1 0.0 0.073
H -1.79355 2.08709 -1.57750 0.0 0.0 0.0 0.093
H -3.63297 2.55916 -3.16330 0.0 0.0 0.0 0.105
```
Positions in Å, forces in eV/Å.

Values from the calculation:
maximum force = 0.84 eV/A
LUMO energy (alpha / beta) = 4.4 / 4.4 eV
E_tot = -94588.316 eV
charge = -2
spin multiplicity = 2